Formula: C2H3NO2S
Source: OMol25
Level of theory: ωB97M-V/def2-TZVPD

XYZ file:
```
9
Properties=species:S:1:pos:R:3:forces:R:3
C -0.3214 1.1523 0.0081 -3.68 -2.59 -1.55
C 1.9033 -1.1110 0.1430 1.84 0.22 -0.09
N -0.5025 -0.1873 0.1817 0.28 -1.90 1.12
O 0.7169 1.7011 0.0592 2.68 1.95 0.73
O -1.7725 -0.6703 -0.2690 0.92 3.42 -1.71
S 2.9904 -0.0634 -0.0352 -0.33 -0.70 0.02
H -1.2890 1.5443 -0.3618 0.11 0.67 0.31
H 0.3709 -0.8645 0.2916 -2.33 0.90 -0.43
H -2.0962 -1.5012 -0.0177 0.52 -1.97 1.59
```
Positions in Å, forces in eV/Å.

Results
Energy relative to the best compared isomer or geometry (same formula, charge and spin) ... 125.4 kcal per mole
Highest occupied orbital energy ... -9.19 eV
Orbital gap ... 8.64 eV